Entry 1:
103
Properties=species:S:1:pos:R:3:forces:R:3 method="wB97M-V/def2-TZVPD" mol_weight_g_mol=661.73 homo_lumo_gap_ev=2.64 e_above_lowest_kj_mol=3918.0 e_homo_ev=-0.200 total_charge=-1 e_tot_ev=-55244.1119
I -0.188812 -0.369423 0.023206 -2.1 -1.6 -7.1
C 0.812718 0.145217 4.580946 -0.3 -0.4 1.7
C 0.599528 0.437017 3.148216 -0.4 0.1 2.2
C 1.802848 1.131627 2.582466 -4.3 0.3 3.9
O 1.948628 2.421077 3.213566 1.4 -0.2 0.3
C 3.364888 2.804037 3.215316 -1.2 -0.4 -0.6
N 0.407518 -0.904203 2.463406 2.6 6.3 5.4
H 1.604548 -0.582253 4.759526 -0.1 -0.3 -0.3
H -0.119542 -0.258403 4.976006 0.1 -0.1 0.5
H 1.115178 1.005427 5.178146 -0.3 0.3 -0.3
H -0.246322 1.107747 2.997306 0.6 -0.2 0.2
H 1.684338 1.341627 1.519466 -3.3 -0.9 4.6
H 2.652298 0.470517 2.754156 0.3 -0.1 0.6
H 3.943688 2.088257 3.799066 0.0 0.1 0.3
H 3.473638 3.834657 3.553116 -0.2 -0.2 0.3
H 3.722838 2.757967 2.186796 0.3 0.2 0.2
H 1.251098 -1.457993 2.505766 3.1 -0.8 0.7
H 0.270378 -0.645173 1.496866 3.6 1.5 1.8
C 2.624058 1.412337 0.543966 6.7 -0.1 -5.4
C 3.045268 0.420057 -0.563454 -0.1 0.9 -0.1
C 4.569348 0.095397 -0.664024 -1.3 -1.2 0.7
O 4.693328 -1.001323 -1.610704 0.4 0.9 -0.1
C 5.891348 -1.780823 -1.477164 -1.1 0.7 0.6
N 2.297378 -0.781833 -0.268534 4.3 -1.0 -0.9
H 2.839878 0.939727 1.502176 2.9 0.2 -3.8
H 1.608338 1.791477 0.431406 0.9 -1.0 0.0
H 3.234508 2.309797 0.443996 0.2 0.4 -0.2
H 2.715738 0.806547 -1.527884 0.5 0.2 -0.2
H 4.859638 -0.285013 0.315326 0.1 -0.2 0.3
H 5.195468 0.972067 -0.829904 0.1 0.1 -0.8
H 5.860238 -2.611093 -2.182694 -0.1 0.3 -0.1
H 5.885018 -2.191083 -0.467334 0.4 -0.1 0.1
H 6.761858 -1.141793 -1.625344 0.3 -0.1 -0.1
H 2.523478 -1.329773 -1.086294 -0.2 -1.2 0.1
H 1.311128 -0.576683 -0.341604 6.1 -0.8 -1.7
C -2.942472 -1.824713 1.734096 1.4 -1.4 1.2
C -1.791662 -2.625423 2.408436 -4.0 -0.9 -0.5
C -1.642752 -4.013413 1.715866 1.6 1.1 2.1
O -1.285042 -3.873333 0.336546 2.2 -8.3 3.9
C -1.056892 -5.231013 -0.189824 2.5 -0.5 0.6
N -0.550152 -1.846673 2.261126 -3.3 -2.3 1.7
H -2.764522 -1.664103 0.670776 -0.5 -1.6 0.8
H -2.959752 -0.785903 2.063766 0.6 -3.1 1.2
H -3.903152 -2.338293 1.771756 0.0 0.0 0.5
H -2.030132 -2.844353 3.449256 0.3 0.2 0.0
H -2.430412 -4.709573 2.004026 -0.5 0.3 -0.8
H -0.810922 -4.369383 2.323696 1.0 -0.7 -0.5
H -0.592462 -5.168823 -1.173954 -0.3 0.3 0.2
H -1.931382 -5.878983 -0.248934 0.0 0.2 0.5
H -0.268982 -5.777983 0.327966 -0.1 0.4 1.1
H 0.266578 -2.434003 2.351176 0.9 -5.9 0.4
H -0.541932 -1.633923 1.273826 -1.9 -2.3 -1.3
C -4.127602 0.628307 1.823106 -0.6 -0.5 0.0
C -2.839052 0.611097 1.017386 -0.1 2.5 -1.6
C -2.870122 1.489277 -0.256874 -0.4 0.6 2.0
O -2.729382 2.832887 0.245226 -1.9 -0.6 -0.4
C -2.755012 3.824637 -0.752894 0.0 -0.5 1.1
N -1.701882 0.969797 1.863016 -1.8 1.2 0.8
H -4.344472 1.451747 2.503546 0.2 0.4 -0.6
H -4.036802 -0.265993 2.439616 -1.3 1.2 0.7
H -4.960572 0.363897 1.171686 -0.3 0.5 -0.1
H -2.601622 -0.388053 0.652106 -1.0 2.1 -0.7
H -3.770902 1.295887 -0.839374 -0.6 0.3 0.1
H -2.000382 1.383007 -0.905224 -3.6 -2.4 1.2
H -3.179572 4.664097 -0.202284 0.0 0.5 -0.7
H -3.375662 3.499397 -1.587834 -0.2 0.3 -0.3
H -1.723472 3.992977 -1.062214 -0.9 0.4 -0.2
H -0.960802 0.537887 1.329776 -0.7 2.2 1.7
H -1.657632 0.358957 2.666146 -1.1 -0.1 0.5
C -2.308702 -4.246413 -2.178064 -0.8 2.0 -0.7
C -1.541832 -2.891963 -1.927474 1.0 0.1 -2.7
C -1.564092 -1.950443 -3.242624 -1.5 -0.7 2.7
O -0.808952 -2.472373 -4.256634 0.4 0.0 -2.0
C -1.090742 -1.841723 -5.532204 0.1 -0.9 1.0
N -1.957422 -2.197423 -0.777924 -4.1 1.8 -3.5
H -2.423002 -4.773373 -1.230774 -1.2 0.7 -1.7
H -1.818002 -4.858813 -2.934554 0.3 -0.1 0.2
H -3.267422 -3.983643 -2.625184 -0.4 0.0 0.2
H -0.494582 -3.165173 -1.798124 0.7 -0.1 -0.3
H -1.302772 -0.923533 -2.987144 0.6 0.2 0.2
H -2.620752 -1.859703 -3.494294 -0.4 -0.2 -0.4
H -2.087322 -2.103123 -5.888004 -0.3 -0.1 0.1
H -0.382252 -2.266623 -6.243254 0.1 0.4 0.1
H -1.061842 -0.755923 -5.441034 0.4 0.1 -0.1
H -1.852912 -2.882253 -0.042954 -1.4 1.8 -1.4
H -1.362482 -1.419193 -0.531954 -2.9 -2.5 -2.2
C 1.013798 2.017737 -2.540974 0.6 0.5 -0.9
C 0.567158 2.670967 -1.217564 0.6 -0.6 -2.0
C 0.368738 4.172807 -1.400544 -0.5 -1.1 0.4
O 1.559808 4.845397 -1.571824 1.2 0.7 -0.2
C 1.376508 6.231967 -1.500134 0.2 0.9 0.0
N -0.650232 2.062857 -0.758094 2.7 4.5 -1.5
H 1.102908 0.931517 -2.558044 -0.3 0.0 0.4
H 1.993868 2.388287 -2.841404 0.2 0.1 0.0
H 0.370808 2.265247 -3.385594 -0.5 0.2 0.1
H 1.384768 2.443677 -0.533494 -1.0 1.5 -1.1
H -0.194682 4.494887 -0.524804 0.3 0.5 0.3
H -0.258922 4.331607 -2.277434 -0.3 0.1 -0.3
H 1.243008 6.588877 -0.478914 -0.1 -0.2 0.3
H 0.533388 6.610477 -2.078044 -0.4 -0.4 -0.2
H 2.216478 6.799397 -1.900874 0.4 -0.5 0.0
H -0.498652 1.092257 -0.523464 -0.5 4.7 -1.9
H -1.328162 2.038077 -1.506354 1.5 1.4 -1.2


Entry 2:
107
Properties=species:S:1:pos:R:3:forces:R:3 method="wB97M-V/def2-TZVPD" mol_weight_g_mol=621.14 homo_lumo_gap_ev=7.20 e_above_lowest_kj_mol=0.4 e_homo_ev=-10.207 total_charge=+1 e_tot_ev=-60253.2903
Mg -3.876506 20.093646 14.499601 -0.6 -0.7 -0.8
N -4.819913 18.988161 12.498520 -1.6 1.4 -0.1
O -5.322633 18.543121 11.494339 0.9 -0.4 0.4
O -4.922888 18.474434 13.645946 0.2 -1.1 0.4
O -4.323560 20.155826 12.541271 0.9 0.2 -1.1
C -0.164594 22.075730 13.696292 0.1 -0.4 -0.4
C -1.347084 21.114410 13.654118 0.3 -0.3 0.3
C -0.968952 19.722797 14.148051 0.1 -0.3 0.3
O -2.168117 18.931673 14.272381 0.0 0.5 0.5
C -1.896283 17.575562 14.618473 0.1 -1.2 -0.3
N -2.507990 21.601366 14.466541 1.8 1.5 0.3
H 0.591663 21.666721 13.023888 0.1 0.3 -0.1
H 0.316450 22.192717 14.669030 -0.3 -0.2 0.2
H -0.459361 23.067235 13.352802 0.0 0.0 -0.1
H -1.695162 21.007035 12.625463 -0.1 0.1 0.0
H -0.483693 19.724422 15.131467 0.0 0.3 0.0
H -0.271902 19.212874 13.479559 -0.1 0.1 -0.2
H -2.774799 17.058166 15.001538 -0.3 0.5 0.0
H -1.098016 17.460849 15.353808 0.0 0.4 0.0
H -1.607092 17.026505 13.719647 0.1 0.1 0.0
H -2.657722 22.551588 14.114622 -0.9 -0.3 -0.3
H -2.079726 21.900295 15.351634 -0.2 -0.6 0.2
C -4.741150 15.444330 8.270886 -0.4 -0.4 -0.4
C -5.191291 14.761924 9.555375 0.1 0.1 0.2
C -5.024029 13.239639 9.541996 -0.1 -0.1 -0.4
O -5.595475 12.618280 8.399112 0.8 0.3 -0.7
C -6.980117 12.826610 8.201367 0.4 -0.3 0.7
N -4.492773 15.376414 10.707471 -0.1 0.3 -0.5
H -5.164580 14.906259 7.418937 0.0 0.3 -0.1
H -3.657482 15.466769 8.134335 0.1 -0.3 0.2
H -5.063478 16.487131 8.277971 -0.2 0.0 -0.1
H -6.268652 14.915685 9.677548 0.1 0.4 0.2
H -5.492324 12.711901 10.376687 0.3 0.6 0.6
H -3.946699 13.061034 9.528342 -0.1 -0.5 -0.1
H -7.234406 12.275869 7.299968 -0.1 0.2 -0.1
H -7.217622 13.889606 8.119621 -0.2 -0.1 -0.2
H -7.526454 12.384529 9.045162 -0.2 0.2 0.0
H -3.495929 15.424824 10.499727 0.0 -0.5 0.0
H -4.725703 16.368913 10.646982 -0.3 -0.1 0.3
C -10.140921 19.395044 9.219058 -0.2 -0.1 0.0
C -8.815440 18.781670 9.654168 -0.2 -0.1 -0.4
C -7.896038 18.566948 8.444799 0.5 0.0 -0.2
O -8.408154 17.724144 7.429067 0.0 0.1 0.4
C -8.617488 16.395883 7.891530 0.0 0.6 0.0
N -8.131414 19.587055 10.678999 0.2 0.1 -0.7
H -10.797775 19.585684 10.067981 0.1 0.1 0.1
H -10.673589 18.700817 8.567035 0.1 0.0 -0.1
H -10.021597 20.320097 8.651256 0.2 0.1 0.1
H -9.037731 17.795569 10.068111 0.1 0.1 0.3
H -6.907601 18.206233 8.773101 -0.1 -0.5 0.3
H -7.605272 19.510543 7.971331 -0.6 0.2 -0.1
H -9.558198 16.299152 8.442989 -0.1 0.0 -0.1
H -7.818713 16.129496 8.593224 0.1 -0.3 -0.2
H -8.642593 15.774764 7.000144 0.1 -0.2 0.2
H -7.762484 20.379923 10.149473 -0.1 0.3 0.4
H -7.279591 19.086972 10.925431 -0.2 -0.1 0.2
C -7.617768 21.233375 13.877301 -0.3 -0.4 0.0
C -6.342533 22.004942 14.093027 1.2 0.6 -0.4
C -6.554123 23.394835 14.680625 -1.0 -0.6 1.1
O -5.319685 23.969369 15.024900 0.8 0.0 -0.3
C -5.444271 25.297008 15.501452 -0.2 0.4 -0.8
N -5.456755 21.247278 15.053977 -1.3 0.2 1.3
H -7.433138 20.214391 13.530237 0.2 0.0 0.0
H -8.283200 21.664914 13.131451 0.1 0.2 0.0
H -8.154037 21.135439 14.825025 -0.1 0.1 0.0
H -5.766976 22.134291 13.173075 -0.2 -0.2 -0.1
H -7.104146 23.220623 15.624519 -0.2 0.2 0.0
H -7.201057 24.046416 14.085898 0.3 0.0 -0.4
H -5.708026 25.951402 14.661744 -0.4 0.0 0.1
H -4.481710 25.693830 15.817486 0.1 -0.5 0.4
H -6.206142 25.341368 16.281559 0.1 0.2 0.1
H -6.137734 20.780400 15.689728 0.4 -0.2 -0.1
H -5.108163 21.940529 15.722314 0.2 0.2 -0.3
C -7.560518 18.064460 16.162159 -0.7 -1.3 -0.1
C -8.084870 19.133817 17.097841 1.7 -0.6 0.3
C -8.415052 18.508922 18.460118 -1.1 0.0 -0.2
O -9.540376 17.673000 18.306076 0.3 0.0 -0.3
C -9.920404 17.039706 19.493328 -0.7 0.0 0.9
N -6.944091 20.067568 17.335368 -0.4 0.3 1.0
H -8.403909 17.490853 15.766467 0.0 0.2 -0.1
H -7.013895 17.293330 16.715493 0.4 0.3 0.0
H -6.965997 18.401759 15.314556 0.0 0.3 0.1
H -8.912476 19.612505 16.577460 -0.1 0.4 0.6
H -8.599300 19.274315 19.228794 -0.3 0.2 -0.2
H -7.571045 17.938600 18.872128 0.2 -0.1 -0.4
H -10.863656 16.508869 19.362755 0.1 0.0 -0.4
H -10.131243 17.786682 20.271450 0.2 0.0 0.1
H -9.205426 16.308362 19.886532 0.3 0.2 -0.2
H -7.222183 20.704988 18.087761 -0.2 0.3 -0.5
H -6.265820 19.525039 17.876679 0.2 -0.2 -0.5
C -7.708220 16.307029 12.634528 -0.5 -1.0 -0.5
C -6.984057 15.181342 13.413263 -0.5 1.4 0.1
C -7.231143 13.808503 12.818799 0.3 0.8 0.2
O -8.551607 13.428285 13.116141 0.0 -0.4 -0.2
C -8.851020 12.148827 12.569876 -0.4 0.7 0.2
N -5.544114 15.479464 13.463715 -0.1 -0.6 0.0
H -7.196332 16.405143 11.674409 0.0 0.4 -0.1
H -7.759151 17.252334 13.173555 0.3 0.1 0.0
H -8.743404 16.027224 12.407553 0.0 0.0 0.1
H -7.465481 15.212241 14.397393 0.5 -0.4 0.3
H -6.482537 13.126597 13.237446 -0.1 -0.2 0.0
H -7.050154 13.888884 11.739082 -0.2 -0.3 -0.2
H -8.840649 12.217686 11.478562 0.4 -0.4 -0.1
H -9.875445 11.887943 12.832499 0.0 0.1 0.2
H -8.172760 11.410661 12.999756 0.1 -0.2 -0.4
H -5.428261 16.472168 13.637290 -0.1 -0.2 0.0
H -5.171699 15.319333 12.509415 -0.1 0.1 0.7